# 1
{"formula": "C12H19N3S", "method": "ωB97M-V with the def2-TZVPD basis set", "species": ["C", "C", "S", "C", "C", "C", "C", "N", "C", "C", "C", "N", "C", "C", "C", "N", "H", "H", "H", "H", "H", "H", "H", "H", "H", "H", "H", "H", "H", "H", "H", "H", "H", "H", "H"], "xyz": [[4.5988, -1.8759, 0.9954], [4.6262, -0.9901, -0.2427], [4.0895, 0.7646, -0.1573], [2.2781, 0.6073, -0.1808], [1.4971, 1.7952, -0.1346], [0.1423, 1.6474, 0.0096], [-0.3910, 0.4327, -0.0367], [-1.7761, 0.1204, 0.0184], [-2.2750, -0.3098, -1.2950], [-3.8088, -0.3588, -1.3625], [-4.4859, -1.2022, -0.3556], [-4.1170, -0.9399, 1.0425], [-3.8422, 0.4815, 1.4356], [-2.6402, 1.1007, 0.7569], [0.4470, -0.6771, -0.1735], [1.7676, -0.6232, -0.2200], [4.9924, -2.9167, 0.7227], [3.5570, -1.8694, 1.3700], [5.2335, -1.4940, 1.7697], [5.6248, -0.9024, -0.7488], [4.0169, -1.4674, -1.0728], [2.0203, 2.7423, -0.2391], [-0.3857, 2.5468, 0.2405], [-1.8749, -1.3263, -1.3889], [-1.8965, 0.3325, -2.1382], [-4.1774, 0.6482, -1.3230], [-4.0841, -0.7385, -2.3652], [-4.3419, -2.2928, -0.5559], [-5.5334, -1.1126, -0.5055], [-3.2282, -1.4490, 1.2781], [-4.7202, 1.0745, 1.1803], [-3.7684, 0.4056, 2.5482], [-2.0262, 1.6290, 1.4958], [-2.9168, 1.8500, 0.0158], [0.0773, -1.6996, -0.1501]], "forces_ev_per_a": [[-0.26, -0.56, -0.67], [0.11, -0.32, -2.39], [-0.74, -0.64, 0.23], [0.78, 0.77, -0.27], [2.07, -1.50, -0.13], [1.30, 2.78, 0.22], [-1.77, -3.50, -0.04], [-0.63, 0.96, 1.20], [-0.28, -0.24, -0.01], [1.14, -0.07, -1.54], [0.65, -1.41, 1.03], [1.15, -0.12, 0.67], [-1.02, -1.90, 0.12], [1.71, 0.11, -1.10], [0.31, -0.49, 0.21], [0.07, 1.00, 0.14], [-0.87, 1.35, 0.39], [0.60, -0.49, -0.14], [0.39, 0.28, 0.47], [-0.56, -0.08, 0.87], [0.41, 0.58, 1.10], [-0.32, -0.03, 0.37], [-0.77, 0.31, -0.28], [-0.09, 0.14, -0.59], [-0.16, -0.43, 0.67], [-0.33, 0.64, 0.05], [0.15, 0.24, 0.28], [0.35, 0.72, 0.24], [-1.23, 0.43, 0.21], [-1.33, 0.58, -0.54], [-0.15, 0.00, 0.23], [0.18, 0.49, -0.89], [0.03, -0.26, -0.14], [-0.43, 0.39, 0.13], [-0.46, 0.27, -0.12]], "homo_energy_ha": -0.287, "mol_weight_g_mol": 237.37, "largest_force_ev_per_a": 3.92, "relative_energy_kcal_mol": 0.0, "e_tot_ha": -1031.05808, "homo_lumo_gap_ev": 8.592}

=====

# 2
{"formula": "C23H27Cl2F12NO11", "method": "ωB97M-V with the def2-TZVPD basis set", "species": ["C", "C", "Cl", "C", "Cl", "C", "C", "N", "C", "O", "O", "C", "O", "H", "H", "H", "H", "H", "H", "H", "C", "C", "O", "C", "O", "C", "F", "F", "F", "H", "H", "H", "H", "H", "C", "C", "O", "C", "O", "C", "F", "F", "F", "H", "H", "H", "H", "H", "C", "C", "O", "C", "O", "C", "F", "F", "F", "H", "H", "H", "H", "H", "C", "C", "O", "C", "O", "C", "F", "F", "F", "H", "H", "H", "H", "H"], "xyz": [[1.2649, -1.4459, -2.0177], [0.1571, -1.9792, -1.0268], [-1.4213, -1.9920, -1.9235], [0.5471, -3.3636, -0.2420], [-1.0728, -4.1943, 0.0022], [1.1205, -2.8129, 1.1000], [2.3928, -2.1959, 1.2733], [3.4670, -2.0859, 0.3592], [2.1535, -1.5007, 2.6408], [2.4529, -0.3236, 2.7348], [1.0821, -1.9210, 3.4705], [0.5907, -2.8859, 2.5523], [0.2048, -3.9652, 2.9507], [2.0940, -2.2146, -2.1356], [0.8914, -1.2216, -3.0447], [1.7730, -0.5123, -1.6456], [0.0338, -1.1802, -0.2270], [1.2511, -3.9132, -0.9108], [3.8024, -3.0557, 0.2406], [3.2996, -1.7183, -0.5671], [-4.3756, 3.1855, -0.0821], [-4.1823, 3.8490, -1.4313], [-3.0810, 3.2546, -2.1366], [-3.3505, 2.1171, -2.7898], [-4.4222, 1.5837, -2.8137], [-2.1109, 1.6258, -3.5309], [-1.0006, 1.6922, -2.7755], [-1.8673, 2.3575, -4.6318], [-2.2230, 0.3555, -3.9308], [-3.4474, 3.2111, 0.4935], [-5.1586, 3.6899, 0.4860], [-4.6518, 2.1354, -0.1958], [-3.9312, 4.9005, -1.2913], [-5.0920, 3.8129, -2.0322], [-2.7401, 7.6791, -6.2606], [-3.3762, 8.4827, -5.1441], [-4.7132, 8.0249, -4.8845], [-4.8191, 6.9446, -4.1004], [-3.8893, 6.3575, -3.6240], [-6.2876, 6.5999, -3.8692], [-7.0078, 6.6535, -4.9997], [-6.8629, 7.4506, -3.0035], [-6.4516, 5.3698, -3.3686], [-3.3693, 7.6998, -7.1531], [-1.7569, 8.0800, -6.5111], [-2.6246, 6.6319, -5.9752], [-3.4587, 9.5282, -5.4439], [-2.7736, 8.4549, -4.2337], [-0.7405, -6.0873, 5.0322], [-1.9791, -6.7843, 5.5578], [-1.9978, -8.1644, 5.1567], [-1.2700, -9.0021, 5.9072], [-0.6229, -8.6739, 6.8598], [-1.4195, -10.4335, 5.4005], [-1.3269, -10.5141, 4.0632], [-2.6119, -10.9540, 5.7370], [-0.4865, -11.2521, 5.8988], [-0.6635, -6.2077, 3.9504], [-0.7676, -5.0232, 5.2676], [0.1654, -6.5150, 5.4664], [-2.8700, -6.3238, 5.1285], [-2.0619, -6.6954, 6.6433], [7.5010, 0.0631, 2.9045], [6.4410, 0.9394, 2.2677], [7.0158, 1.7757, 1.2489], [7.1903, 1.2018, 0.0515], [6.9079, 0.0667, -0.2046], [7.7562, 2.2106, -0.9435], [8.7578, 2.9359, -0.4211], [6.8180, 3.0830, -1.3490], [8.2409, 1.6255, -2.0444], [8.3261, 0.6722, 3.2803], [7.0796, -0.5109, 3.7310], [7.9234, -0.6341, 2.1784], [6.0182, 1.6092, 3.0173], [5.6172, 0.3469, 1.8637]], "forces_ev_per_a": [[1.07, -0.48, 0.03], [0.46, 1.32, 0.27], [0.72, 0.00, 0.25], [-1.65, 2.20, 0.10], [1.70, -0.30, 0.30], [3.25, 1.35, 0.49], [-4.77, -1.96, 0.16], [0.40, -1.23, 1.26], [0.42, 5.39, -0.92], [0.84, -2.01, 0.50], [0.98, -1.74, -3.69], [-0.11, -4.21, 0.55], [-0.52, 2.16, -0.35], [-1.01, 0.73, -0.01], [0.05, -0.27, 0.97], [-0.71, -0.83, -0.20], [-0.12, -1.14, -1.01], [-0.62, -0.02, 1.01], [0.22, 0.84, -0.01], [-0.51, 0.28, 0.29], [0.15, -0.36, -0.01], [-0.52, 0.35, 0.57], [0.37, -0.49, -0.60], [-0.94, 1.00, 0.85], [0.45, -0.32, -0.34], [1.27, -0.68, -0.70], [-0.29, 0.13, 0.21], [-0.36, 0.18, 0.19], [-0.43, 0.29, 0.18], [-0.06, 0.14, -0.01], [0.04, 0.02, -0.06], [-0.10, 0.09, -0.03], [0.25, -0.14, -0.22], [0.20, -0.19, -0.05], [-0.15, -0.33, -0.03], [0.71, 0.26, -0.31], [-0.58, -0.40, 0.47], [1.25, 0.81, -0.48], [-0.58, -0.24, 0.16], [-1.57, -0.43, 0.07], [0.41, 0.09, -0.02], [0.44, 0.11, -0.03], [0.48, 0.18, -0.06], [0.07, 0.14, 0.03], [-0.06, 0.02, 0.04], [0.08, 0.09, 0.06], [-0.32, -0.11, 0.07], [-0.20, -0.19, 0.01], [0.20, -0.31, -0.03], [0.10, 0.81, 0.09], [0.04, -0.85, 0.15], [-0.26, 1.54, 0.14], [0.02, -0.61, -0.13], [0.01, -1.49, -0.58], [0.02, 0.37, 0.15], [0.01, 0.41, 0.15], [-0.03, 0.51, 0.16], [-0.12, 0.14, 0.06], [-0.04, -0.07, -0.06], [-0.08, 0.06, 0.10], [-0.01, -0.33, -0.10], [0.10, -0.25, -0.07], [0.29, -0.04, -0.22], [-0.25, -0.44, 0.65], [0.15, 0.24, -0.80], [-0.63, -0.52, 1.35], [0.24, 0.27, -0.51], [0.76, 0.98, -1.04], [-0.18, -0.27, 0.25], [-0.19, -0.28, 0.28], [-0.25, -0.30, 0.37], [-0.12, 0.01, 0.08], [-0.03, 0.07, -0.04], [-0.13, -0.02, 0.04], [0.12, 0.19, -0.25], [0.16, 0.07, -0.18]], "homo_energy_ha": -0.388, "mol_weight_g_mol": 792.35, "largest_force_ev_per_a": 5.49, "e_tot_ha": -3893.76271, "homo_lumo_gap_ev": 9.435}

=====

# 3
{"formula": "C6H11N2O3", "method": "ωB97M-V with the def2-TZVPD basis set", "species": ["C", "C", "C", "C", "C", "C", "N", "N", "O", "O", "O", "H", "H", "H", "H", "H", "H", "H", "H", "H", "H", "H"], "xyz": [[1.2998, -0.9683, 1.5772], [-0.8705, -1.9461, 1.4347], [-1.5503, -3.1919, 3.4044], [-0.1575, 2.2157, -1.7570], [0.5838, 2.3268, -3.1567], [0.3880, 0.9280, 0.2451], [1.0533, -0.0044, 0.8192], [0.5831, 1.2702, -0.9974], [0.5076, -1.8692, 1.9971], [0.8851, 1.1078, -3.6662], [-1.6999, -2.5046, 2.2137], [2.3482, -1.0360, 1.9415], [-2.2578, -2.7307, 4.1913], [-0.5025, -3.2567, 3.6659], [-2.1622, -4.1013, 3.0980], [-0.2221, 3.2583, -1.4759], [-1.0675, 1.7344, -1.8493], [1.4999, 2.9177, -3.0834], [0.0493, 2.9637, -3.8612], [-0.0368, 1.7502, 0.9476], [1.0933, 0.6930, -1.6547], [0.2358, 0.4435, -4.0341]], "forces_ev_per_a": [[1.99, 1.35, -0.22], [-0.16, 0.70, -0.39], [-2.67, -1.53, 1.92], [1.54, 1.44, -2.39], [-1.65, 1.37, 0.62], [0.65, 2.56, 1.62], [0.06, -0.20, -0.32], [0.54, -0.18, 0.24], [-2.41, -2.44, 1.51], [0.98, -3.29, -1.01], [1.03, 2.20, -2.59], [-0.77, -0.33, -0.08], [1.61, -0.27, -1.11], [-0.15, -0.51, 0.40], [1.63, 0.25, 1.11], [-0.08, -0.05, 1.14], [-2.44, -0.09, -0.79], [0.35, -0.53, 0.57], [-0.83, -0.14, 0.13], [0.02, -1.58, -1.35], [0.36, -0.70, 0.29], [0.40, 1.96, 0.69]], "homo_energy_ha": -0.494, "total_charge": 1, "mol_weight_g_mol": 159.17, "largest_force_ev_per_a": 3.75, "relative_energy_kcal_mol": 100.7, "e_tot_ha": -570.04677, "homo_lumo_gap_ev": 10.020}